1.
DFT (ωB97M-V/def2-TZVPD) results for C2H3F3OS as an isolated structure at a distorted geometry.

Last column: Mulliken charge in e.
CARTESIAN COORDINATES (ANGSTROEM)
C -1.630 0.924 0.702  -0.512
C 1.665 -0.896 -0.709  0.715
O -0.777 -0.110 0.627  -0.387
F 2.137 0.255 -0.235  -0.208
F 1.688 -1.780 0.279  -0.199
F 2.513 -1.318 -1.648  -0.221
S 0.011 -0.702 -1.428  0.031
H -1.799 0.989 1.794  0.250
H -2.605 0.749 0.233  0.260
H -1.203 1.888 0.386  0.271

Values from the calculation:
* ΔE to the lowest compared entry with this formula, charge and spin: 172.8 kJ/mol
* highest occupied orbital energy: -10.368 eV
* gap between HOMO and LUMO: 7.86 eV

---

2.
DFT (ωB97M-V/def2-TZVPD) results for an isolated ion of composition C6H10 and charge +1 at a distorted geometry.

Last column: Mulliken charge in e.
CARTESIAN COORDINATES (ANGSTROEM)
C -1.637 -0.872 1.658  -1.118
C -1.639 0.060 0.416  -0.417
C 2.838 0.565 -0.807  -0.574
C 1.645 0.369 -1.417  -0.169
C 0.418 0.752 -0.754  -0.200
C -0.547 -0.213 -0.516  0.000
H -1.802 -1.892 1.352  0.351
H -2.379 -0.537 2.357  0.339
H -0.643 -0.916 2.102  0.357
H -1.675 1.116 0.680  0.342
H -2.567 -0.153 -0.113  0.314
H 3.758 0.297 -1.316  0.299
H 2.860 0.933 0.208  0.299
H 1.456 -0.117 -2.374  0.376
H 0.421 1.784 -0.442  0.418
H -0.507 -1.175 -1.033  0.385

Values from the calculation:
* ΔE to the lowest compared entry with this formula, charge and spin: 63.2 kJ/mol
* net charge: +1
* highest occupied orbital energy (alpha / beta): -14.955 / -15.567 eV
* gap between HOMO and LUMO (alpha / beta): 10.27 / 7.37 eV
* spin multiplicity: 2

---

3.
DFT (ωB97M-V/def2-TZVPD) results for one molecule with the formula C5H8O2 at a distorted geometry.

Last column: Mulliken charge in e.
CARTESIAN COORDINATES (ANGSTROEM)
C -0.347 -1.945 -0.357  -1.096
C -0.449 -0.604 0.288  0.877
O -1.651 -0.444 0.847  -0.445
C 0.354 0.536 -0.020  0.058
C -0.160 1.882 -0.441  -1.307
C 1.627 0.222 0.443  -0.124
O 1.751 -0.909 0.999  -0.630
H -1.056 -1.985 -1.189  0.312
H 0.665 -2.120 -0.705  0.332
H -0.622 -2.724 0.354  0.340
H -1.751 0.467 1.161  0.368
H -0.810 2.349 0.307  0.328
H -0.720 1.832 -1.379  0.293
H 0.681 2.559 -0.588  0.351
H 2.490 0.884 0.280  0.343

Values from the calculation:
* structure (SMILES): C/C(O)=C(/C)C=O
* ΔE to the lowest compared entry with this formula, charge and spin: 209.2 kJ/mol
* highest occupied orbital energy: -8.059 eV
* gap between HOMO and LUMO: 8.39 eV

---

4.
DFT (ωB97M-V/def2-TZVPD) results for a 6-piece molecular cluster, C5H20O6 overall at a distorted geometry.

Last column: Mulliken charge in e.
CARTESIAN COORDINATES (ANGSTROEM)
C 0.210 1.375 -1.282  -1.763
C -0.567 0.685 -0.473  0.128
C -0.270 0.323 0.945  -0.328
C 0.673 -0.838 0.962  -0.523
C 0.555 -1.629 2.354  -0.521
O 1.884 -1.671 2.931  -0.543
H 0.082 1.941 -2.202  0.546
H 1.310 1.422 -1.272  0.249
H -1.585 0.489 -0.760  0.358
H -1.256 0.017 1.396  0.579
H 0.294 1.218 1.431  0.161
H 0.348 -1.576 0.173  0.207
H 1.741 -0.795 0.722  0.483
H 0.573 -2.696 2.172  0.383
H -0.339 -1.112 2.829  0.314
H 2.440 -0.939 2.655  0.257
O 3.011 -0.136 -2.227  -0.618
H 2.507 0.388 -1.609  0.239
H 3.806 -0.381 -1.728  0.291
O -3.461 1.700 0.227  -0.644
H -2.587 1.550 0.602  0.391
H -3.413 0.998 -0.502  0.343
O -1.111 0.056 -3.795  -0.682
H -1.944 0.461 -3.557  0.348
H -0.526 0.077 -3.026  0.335
O -2.582 -1.322 -1.872  -0.678
H -2.408 -1.483 -2.874  0.361
H -1.816 -1.697 -1.422  0.327
O 1.680 1.436 2.886  -0.647
H 1.315 0.758 3.469  0.347
H 2.613 1.180 2.864  0.299

Values from the calculation:
* structure (SMILES): C=CCCCO.O.O.O.O.O
* ΔE to the lowest compared entry with this formula, charge and spin: 206.3 kJ/mol
* highest occupied orbital energy: -9.994 eV
* gap between HOMO and LUMO: 10.07 eV

---

5.
DFT (ωB97M-V/def2-TZVPD) results for a 12-piece molecular cluster, C32H89INO16P2 overall at a distorted geometry.

Last column: Mulliken charge in e.
CARTESIAN COORDINATES (ANGSTROEM)
C 1.129 -1.156 2.473  -0.730
C 1.310 -0.254 1.159  0.686
O 2.267 0.538 1.018  -0.678
O 0.271 -0.398 0.200  -0.287
C -0.519 0.812 0.091  -0.438
C -1.259 1.249 1.457  0.214
C -2.839 1.401 1.220  -0.836
C -3.685 0.076 1.555  1.417
P -5.307 0.857 2.254  -0.086
N -5.825 2.221 1.267  -0.677
O -6.603 -0.274 2.133  -0.503
C -3.225 -0.801 2.862  -0.718
O -2.671 -2.070 2.501  -0.341
P -3.065 -2.482 0.829  0.512
C -4.733 -3.295 1.164  -0.449
C -4.784 -4.580 2.096  -0.170
C -3.766 -5.759 1.732  -1.125
I -4.794 -4.110 4.261  -0.074
O -3.817 -0.912 0.520  -0.357
H 1.041 -0.442 3.352  0.272
H 0.117 -1.701 2.405  0.131
H 1.937 -1.942 2.587  0.316
H -1.345 0.613 -0.671  -0.063
H 0.112 1.674 -0.329  0.242
H -0.864 2.308 1.685  0.207
H -0.977 0.617 2.356  0.048
H -2.980 1.764 0.147  -0.039
H -3.195 2.232 1.933  0.112
H -5.134 2.975 1.231  0.322
H -6.115 1.921 0.327  0.283
H -6.586 -0.723 3.009  0.349
H -2.500 -0.265 3.558  0.148
H -4.153 -0.963 3.523  0.226
H -2.235 -3.682 0.817  -0.082
H -3.108 -2.718 -0.613  -0.057
H -1.810 -1.811 0.528  -0.648
H -5.177 -3.602 0.146  0.370
H -5.480 -2.536 1.592  0.151
H -5.828 -5.040 1.937  0.412
H -4.033 -6.169 0.708  0.304
H -3.988 -6.608 2.480  0.368
H -2.674 -5.500 1.873  0.302
C -6.430 -3.808 9.407  -1.000
C -6.451 -3.073 8.080  -0.237
O -5.255 -3.327 7.357  -0.471
H -5.570 -3.496 10.004  0.257
H -7.343 -3.615 9.975  0.331
H -6.335 -4.887 9.250  0.315
H -6.524 -1.996 8.242  0.287
H -7.304 -3.390 7.472  0.243
H -5.200 -4.281 7.209  0.256
C -3.160 1.497 -3.124  -0.217
C -2.842 2.979 -3.209  -0.340
O -1.653 3.273 -2.490  -0.528
H -3.281 1.189 -2.082  -0.117
H -4.077 1.262 -3.669  0.419
H -2.343 0.902 -3.539  -0.056
H -3.653 3.567 -2.773  0.370
H -2.709 3.291 -4.251  0.231
H -0.930 2.753 -2.887  0.377
C 5.803 1.896 1.532  -0.809
C 6.167 0.457 1.226  -0.346
O 5.137 -0.411 1.675  -0.443
H 5.651 2.033 2.606  0.282
H 6.590 2.577 1.197  0.386
H 4.866 2.171 1.040  0.119
H 7.091 0.178 1.737  0.336
H 6.309 0.309 0.150  0.243
H 4.323 -0.163 1.212  0.254
C 1.350 1.091 -5.880  -0.841
C 0.372 0.940 -4.732  -0.131
O -0.366 2.148 -4.548  -0.526
H 2.042 1.915 -5.688  0.374
H 1.925 0.173 -6.026  -0.057
H 0.822 1.327 -6.809  0.407
H 0.904 0.726 -3.803  0.180
H -0.331 0.124 -4.923  0.270
H -0.842 2.327 -5.368  0.255
C 2.152 -3.030 -4.953  0.043
C 1.122 -3.600 -5.905  -0.368
O 0.706 -2.602 -6.831  -0.559
H 1.739 -2.176 -4.408  0.029
H 2.479 -3.781 -4.233  0.037
H 3.024 -2.666 -5.502  -0.025
H 0.243 -3.943 -5.356  0.346
H 1.533 -4.449 -6.463  0.189
H 1.490 -2.311 -7.316  0.281
C 4.464 5.439 -0.095  -0.988
C 3.852 5.621 1.281  -0.251
O 2.566 5.017 1.335  -0.428
H 3.823 5.881 -0.861  0.306
H 5.451 5.905 -0.148  0.320
H 4.563 4.376 -0.335  0.250
H 3.735 6.683 1.509  0.331
H 4.485 5.170 2.053  0.239
H 2.675 4.077 1.142  0.230
C -0.109 5.062 3.912  -0.859
C -1.622 5.110 4.002  -0.189
O -2.197 4.125 3.152  -0.457
H 0.219 5.231 2.883  0.219
H 0.344 5.818 4.556  0.242
H 0.265 4.077 4.208  0.375
H -1.994 6.087 3.685  0.152
H -1.959 4.929 5.028  0.264
H -1.872 3.263 3.443  0.131
C 3.944 -3.030 -0.466  -0.723
C 4.554 -4.015 -1.442  -0.443
O 4.346 -3.566 -2.778  -0.426
H 2.873 -2.919 -0.653  0.248
H 4.090 -3.361 0.565  0.369
H 4.393 -2.040 -0.583  0.155
H 4.089 -4.997 -1.338  0.276
H 5.630 -4.123 -1.269  0.310
H 4.767 -2.702 -2.864  0.241
C 2.427 -7.573 -5.324  -1.027
C 1.820 -7.395 -3.947  -0.057
O 0.534 -8.003 -3.898  -0.531
H 1.783 -7.129 -6.087  0.251
H 3.413 -7.107 -5.379  0.298
H 2.526 -8.635 -5.569  0.409
H 1.703 -6.335 -3.715  0.104
H 2.453 -7.849 -3.177  0.249
H 0.647 -8.940 -4.095  0.301
C -0.117 9.862 5.871  -1.159
C 0.249 8.414 5.610  -0.201
O -0.784 7.553 6.075  -0.490
H -0.278 10.030 6.939  0.278
H 0.672 10.533 5.524  0.352
H -1.050 10.123 5.363  0.348
H 1.168 8.151 6.137  0.314
H 0.400 8.236 4.541  0.274
H -1.592 7.783 5.600  0.292
C 5.218 0.267 -7.966  -1.167
C 4.810 -0.822 -6.993  -0.178
O 3.864 -1.696 -7.599  -0.464
H 4.346 0.840 -8.288  0.267
H 5.939 0.948 -7.509  0.352
H 5.665 -0.167 -8.865  0.352
H 4.344 -0.386 -6.106  0.252
H 5.678 -1.408 -6.675  0.347
H 4.284 -2.085 -8.377  0.260

Values from the calculation:
* net charge: -1
* highest occupied orbital energy: -3.860 eV
* gap between HOMO and LUMO: 5.59 eV

---

6.
DFT (ωB97M-V/def2-TZVPD) results for one molecule with the formula C2H3NO3 at a distorted geometry.

Last column: Mulliken charge in e.
CARTESIAN COORDINATES (ANGSTROEM)
O -2.252 -0.503 0.408  -0.360
C -1.485 0.262 -0.103  0.079
N -0.035 0.663 0.346  -0.261
C 0.691 -0.408 0.062  0.659
O 0.122 -1.462 -0.279  -0.610
O 2.011 -0.204 -0.027  -0.463
H -1.857 1.189 -0.564  0.332
H 0.414 1.562 0.270  0.273
H 2.390 -1.099 -0.114  0.350

Values from the calculation:
* structure (SMILES): O=CNC(=O)O
* ΔE to the lowest compared entry with this formula, charge and spin: 172.4 kJ/mol
* highest occupied orbital energy: -10.410 eV
* gap between HOMO and LUMO: 10.70 eV

---

7.
DFT (ωB97M-V/def2-TZVPD) results for one molecule with the formula C3H4S2 at a distorted geometry.

Last column: Mulliken charge in e.
CARTESIAN COORDINATES (ANGSTROEM)
C -0.666 1.237 -0.335  -0.212
C 0.658 1.175 -0.009  -0.337
S 1.573 -0.378 -0.256  -0.131
C 0.107 -1.432 -0.027  -0.423
S -1.362 -0.462 -0.193  -0.130
H -1.341 2.021 0.186  0.250
H 1.203 2.018 0.274  0.394
H -0.271 -2.318 -0.668  0.293
H 0.099 -1.860 1.028  0.295

Values from the calculation:
* structure (SMILES): C1=CSCS1
* ΔE to the lowest compared entry with this formula, charge and spin: 133.3 kJ/mol
* highest occupied orbital energy: -7.854 eV
* gap between HOMO and LUMO: 8.42 eV

---

8.
DFT (ωB97M-V/def2-TZVPD) results for one molecule with the formula C17H17N3S2 at a distorted geometry.

Last column: Mulliken charge in e.
CARTESIAN COORDINATES (ANGSTROEM)
C -3.525 -0.739 1.242  -0.859
C -2.902 0.551 1.767  -0.929
N -2.283 1.304 0.710  0.243
C -0.983 1.192 0.308  0.402
S 0.144 0.112 1.061  -0.216
C 1.647 0.623 0.120  -0.675
C 2.724 -0.375 0.309  -0.538
C 3.169 -1.159 -0.672  -0.134
C 4.225 -2.157 -0.584  0.955
C 4.825 -2.529 0.620  -0.454
C 5.827 -3.480 0.645  -0.572
C 6.252 -4.081 -0.529  -0.448
C 5.664 -3.726 -1.731  -0.490
C 4.661 -2.777 -1.757  -0.527
N -0.730 1.994 -0.694  -0.360
N -1.859 2.645 -0.979  -0.704
C -2.800 2.242 -0.154  0.245
C -4.133 2.760 -0.209  0.576
C -4.531 3.779 -1.036  -0.642
C -5.897 4.088 -0.911  -0.519
C -6.533 3.307 0.001  -0.397
S -5.472 2.172 0.732  -0.132
H -2.761 -1.363 0.786  0.337
H -4.291 -0.519 0.502  0.294
H -3.980 -1.285 2.063  0.342
H -2.123 0.317 2.499  0.380
H -3.660 1.176 2.245  0.442
H 1.922 1.603 0.511  0.375
H 1.331 0.716 -0.918  0.371
H 3.124 -0.441 1.311  0.334
H 2.732 -1.047 -1.657  0.266
H 4.503 -2.078 1.545  0.258
H 6.280 -3.756 1.586  0.370
H 7.036 -4.823 -0.506  0.371
H 5.987 -4.192 -2.651  0.375
H 4.205 -2.504 -2.699  0.322
H -3.844 4.269 -1.700  0.492
H -6.389 4.859 -1.476  0.403
H -7.562 3.321 0.299  0.443

Values from the calculation:
* structure (SMILES): CCn1c(SC/C=C/c2ccccc2)nnc1-c1cccs1
* ΔE to the lowest compared entry with this formula, charge and spin: 45.3 kJ/mol
* highest occupied orbital energy: -7.815 eV
* gap between HOMO and LUMO: 8.32 eV

---

| no. | DFT total energy (eV) |
| --- | --- |
| 1 | -23154.76946 |
| 2 | -6374.04454 |
| 3 | -9407.66442 |
| 4 | -17790.98616 |
| 5 | -95551.01846 |
| 6 | -9754.30300 |
| 7 | -24844.25931 |
| 8 | -44044.92438 |